Record 1
Molecular formula: C25H30N4O5
Method: DFT, ωB97M-V/def2-TZVPD

## Properties
HOMO-LUMO gap: 8.045 eV
structure (SMILES): CCOC(=O)C1=C(CC)Nc2ccccc2N=C1NC(=O)CCN1C(=O)[C@H]2CCCC[C@H]2C1=O
energy relative to the best compared isomer or geometry (same formula, charge and spin): 92.8 kJ/mol

Last column: Mulliken charge in e.
CARTESIAN COORDINATES (ANGSTROEM)
C1 -7.159 0.094 0.079  -1.192
C2 -6.080 1.089 -0.303  -0.314
H1 -6.159 1.376 -1.358  0.302
H2 -6.147 2.002 0.299  0.342
O1 -4.808 0.481 -0.085  -0.197
C3 -3.736 1.273 -0.268  0.529
O2 -3.864 2.432 -0.634  -0.759
C4 -2.475 0.576 -0.071  0.056
C5 -2.316 -0.448 0.832  0.213
N1 -1.248 -1.272 0.872  0.656
C6 -0.443 -1.707 -0.191  0.598
C7 0.016 -3.016 -0.167  -0.949
C8 0.734 -3.534 -1.233  -0.886
C9 0.993 -2.740 -2.336  -0.580
C10 0.589 -1.418 -2.343  -0.495
C11 -0.116 -0.876 -1.270  0.133
N2 -0.303 0.485 -1.260  -0.197
C12 -1.260 1.135 -0.736  -0.008
N3 -1.222 2.511 -0.727  0.047
C13 -0.164 3.381 -0.837  -0.038
O3 -0.367 4.560 -0.997  -0.632
C14 1.216 2.789 -0.643  -0.231
C15 1.393 2.395 0.828  -1.039
N4 2.504 1.484 1.008  0.391
C16 3.822 1.850 0.818  0.031
O4 4.184 2.946 0.486  -0.640
C17 4.689 0.645 1.140  0.280
C18 5.700 0.370 0.028  -1.198
C19 5.004 0.078 -1.303  -0.963
C20 3.751 -0.798 -1.135  0.409
C21 3.728 -1.518 0.209  -1.149
H3 4.608 -2.155 0.309  0.540
H4 2.841 -2.151 0.272  0.332
C22 3.697 -0.501 1.358  0.281
C23 2.340 0.175 1.393  -0.081
O5 1.286 -0.323 1.700  -0.644
H5 3.856 -1.025 2.304  0.512
H6 2.850 -0.187 -1.213  -0.641
H7 3.701 -1.536 -1.936  0.661
H8 5.720 -0.412 -1.965  0.366
H9 4.722 1.022 -1.772  0.365
H10 6.348 1.240 -0.084  0.494
H11 6.322 -0.476 0.324  0.415
H12 5.234 0.878 2.062  0.342
H13 1.570 3.289 1.432  0.281
H14 0.509 1.870 1.200  0.566
H15 1.962 3.534 -0.918  0.575
H16 1.311 1.907 -1.275  0.235
H17 -2.154 2.945 -0.712  0.156
H18 0.822 -0.773 -3.176  0.444
H19 1.534 -3.142 -3.179  0.458
H20 1.081 -4.556 -1.199  0.397
H21 -0.196 -3.636 0.694  0.383
H22 -1.187 -1.870 1.685  0.337
C24 -3.289 -0.712 1.952  -0.993
H23 -3.967 0.128 2.077  0.402
C25 -4.095 -1.986 1.691  -1.099
H24 -4.757 -2.187 2.530  0.371
H25 -3.441 -2.845 1.556  0.351
H26 -4.694 -1.862 0.794  0.248
H27 -2.717 -0.825 2.878  0.434
H28 -7.064 -0.182 1.126  0.280
H29 -8.137 0.537 -0.083  0.422
H30 -7.073 -0.805 -0.527  0.290



Record 2
Molecular formula: C28H20F3NO
Method: DFT, ωB97M-V/def2-TZVPD

## Properties
HOMO-LUMO gap: 5.961 eV
energy relative to the best compared isomer or geometry (same formula, charge and spin): 0.0 kJ/mol

Last column: Mulliken charge in e.
CARTESIAN COORDINATES (ANGSTROEM)
F1 2.735 1.159 0.491  -0.268
C1 2.533 0.041 1.244  0.902
F2 3.024 -1.030 0.546  -0.263
F3 3.305 0.180 2.370  -0.256
C2 1.090 -0.159 1.589  0.281
C3 0.662 -1.452 1.918  -0.733
C4 -0.665 -1.670 2.200  -0.460
C5 -1.583 -0.598 2.215  1.030
C6 -2.960 -0.841 2.593  -0.624
C7 -3.851 0.026 1.949  0.404
N1 -4.565 0.846 1.471  -0.668
C8 -1.122 0.706 1.864  -0.692
C9 0.217 0.917 1.592  -0.720
H1 1.368 -2.292 1.892  0.386
H2 -1.055 -2.700 2.336  0.323
H3 -3.249 -1.882 2.676  0.484
H4 -1.845 1.513 1.734  0.365
H5 0.555 1.912 1.310  0.419
C10 -10.844 -4.910 3.557  -0.418
C11 -10.322 -5.005 4.848  -0.499
C12 -9.911 -3.845 5.519  -0.285
C13 -10.053 -2.613 4.879  0.317
O1 -9.478 -1.491 5.490  -0.518
C14 -8.101 -1.389 5.341  0.130
C15 -7.614 -0.809 4.159  -0.609
C16 -6.241 -0.765 3.974  -0.633
C17 -5.320 -1.260 4.934  0.588
C18 -3.895 -1.013 4.695  -0.887
C19 -2.885 -1.696 5.490  1.154
C20 -1.561 -1.167 5.573  -0.287
C21 -0.623 -1.737 6.432  -0.803
C22 -1.003 -2.815 7.266  -0.396
C23 -2.270 -3.407 7.152  -0.788
C24 -3.178 -2.893 6.225  -0.545
C25 -5.878 -1.722 6.169  -0.913
C26 -7.249 -1.881 6.328  -0.270
C27 -10.641 -2.499 3.614  -0.266
C28 -10.983 -3.673 2.932  -0.438
H6 -11.149 -5.813 3.024  0.354
H7 -10.226 -5.971 5.342  0.350
H8 -9.456 -3.894 6.508  0.319
H9 -8.302 -0.400 3.418  0.393
H10 -5.889 -0.269 3.073  0.142
H11 -3.669 0.049 4.452  0.564
H12 -1.304 -0.249 5.003  0.321
H13 0.395 -1.322 6.483  0.386
H14 -0.305 -3.195 8.010  0.377
H15 -2.578 -4.236 7.801  0.380
H16 -4.172 -3.335 6.152  0.832
H17 -5.212 -1.892 7.022  0.750
H18 -7.641 -2.343 7.239  0.488
H19 -10.768 -1.508 3.178  0.453
H20 -11.374 -3.591 1.914  0.344



Record 3
Molecular formula: C18H21IrN5O3S2
Method: DFT, ωB97M-V/def2-TZVPD

## Properties
spin multiplicity: 5
HOMO-LUMO gap (alpha / beta): 5.826 / 5.309 eV
total charge: +1
energy relative to the best compared isomer or geometry (same formula, charge and spin): 23.9 kJ/mol

Last column: Löwdin spin population.
CARTESIAN COORDINATES (ANGSTROEM)
Ir1 0.464 0.422 -1.002  1.655
C1 -0.571 4.396 0.318  0.036
C2 -0.553 3.045 -0.317  0.256
N1 0.602 2.444 -0.639  0.244
N2 1.770 3.053 -0.432  0.052
C3 2.841 2.341 -0.586  0.061
N3 4.058 2.930 -0.531  0.025
S1 2.828 0.594 -0.802  0.196
C4 -1.724 2.319 -0.662  0.084
C5 -2.998 2.906 -0.759  0.054
C6 -4.065 2.156 -1.178  0.038
C7 -3.871 0.806 -1.507  0.084
C8 -2.612 0.274 -1.382  0.023
N4 -1.561 0.989 -0.950  0.138
H1 0.368 4.562 0.839  0.002
H2 -1.401 4.491 1.017  0.006
H3 -0.666 5.175 -0.443  0.014
H4 4.115 3.932 -0.604  0.001
H5 4.857 2.395 -0.818  0.002
H6 -3.112 3.956 -0.528  0.003
H7 -5.049 2.596 -1.265  0.000
H8 -4.690 0.186 -1.840  0.005
H9 -2.427 -0.769 -1.601  0.002
C9 -0.855 1.363 3.772  0.001
N5 0.538 1.089 3.447  0.008
C10 1.552 1.316 4.475  0.001
C11 0.878 0.583 2.272  0.012
O1 0.079 0.327 1.360  0.095
H10 -1.217 0.656 4.520  0.000
H11 -1.451 1.269 2.870  0.000
H12 -0.949 2.373 4.172  0.000
H13 1.078 1.770 5.340  0.000
H14 2.328 1.989 4.113  0.000
H15 2.012 0.381 4.794  0.000
H16 1.954 0.397 2.160  0.002
O2 0.398 -7.651 -1.908  0.001
C12 0.512 -6.667 -1.007  0.008
O3 0.595 -6.911 0.161  0.018
C13 0.516 -5.252 -1.519  0.074
C14 0.187 -4.248 -0.607  -0.011
C15 0.165 -2.928 -0.998  0.075
C16 0.488 -2.590 -2.320  0.076
S2 0.472 -0.953 -2.907  0.577
C17 0.844 -3.593 -3.230  0.073
C18 0.861 -4.914 -2.826  -0.009
H17 0.261 -7.334 -2.805  0.000
H18 -0.048 -4.537 0.408  -0.002
H19 -0.096 -2.149 -0.290  0.016
H20 1.115 -3.317 -4.241  0.002
H21 1.182 -5.666 -3.537  -0.002



Record 4
Molecular formula: C4H15N2O
Method: DFT, ωB97M-V/def2-TZVPD

## Properties
HOMO-LUMO gap: 11.460 eV
total charge: +1
energy relative to the best compared isomer or geometry (same formula, charge and spin): 112.0 kJ/mol

Last column: Mulliken charge in e.
CARTESIAN COORDINATES (ANGSTROEM)
C1 -0.123 1.795 -1.545  -1.408
C2 -0.418 0.519 -0.902  0.166
C3 0.349 -0.684 -1.552  -0.740
C4 0.275 -1.977 -0.686  -0.783
N1 1.149 -1.786 0.451  -0.598
N2 0.057 0.640 0.569  -0.332
H1 0.927 2.022 -1.400  0.474
H2 -0.944 2.587 -1.255  0.314
H3 -0.083 1.808 -2.682  0.355
H4 -1.434 0.283 -0.618  0.405
H5 -0.278 -0.755 -2.478  0.404
H6 1.378 -0.506 -1.690  0.350
H7 0.492 -2.861 -1.324  0.387
H8 -0.699 -2.096 -0.268  0.383
H9 2.172 -1.781 0.210  0.234
H10 0.916 -2.536 1.080  0.230
H11 -0.796 0.741 1.132  0.383
H12 0.616 1.454 0.740  0.332
H13 0.557 -0.304 0.807  0.445
H14 -1.332 0.427 3.920  0.317
H15 -1.729 1.776 3.967  0.328
O1 -1.052 1.237 3.524  -0.645



Which of these has the highest energy relative to the best compared isomer or geometry (same formula, charge and spin)? C4H15N2O



Which of these has the highest energy relative to the best compared isomer or geometry (same formula, charge and spin)? C4H15N2O